# C27H72FeLiO31PS9

A structure of composition C27H72FeLiO31PS9 at a distorted geometry (ωB97M-V/def2-TZVPD, the Open Molecules 2025 dataset).

Results
Charge: +1
Energy, eV: -234028.672
HOMO energy (alpha / beta), eV: -12.93 / -12.93
Multiplicity: 6
HOMO-LUMO gap (alpha / beta), hartree: 0.30419 / 0.26893
E_LUMO (alpha / beta), eV: -4.66 / -5.62

Each line ends with the Löwdin spin population.
Geometry (Å):
Li1 0.0302 -0.7737 -1.8209  0.004
Fe1 -1.5471 1.3796 0.9870  4.070
P1 0.3726 0.4618 0.1572  0.034
O1 -0.0431 0.3921 1.6379  0.252
O2 -0.1289 1.9436 -0.1204  0.250
O3 -1.0874 0.0573 -0.2903  0.293
O4 1.4492 -0.3053 -0.5455  0.031
O5 4.6207 1.1192 -4.1076  0.000
S1 5.2707 1.1256 -2.8257  0.000
O6 6.6987 1.2891 -2.7504  0.000
O7 4.6401 2.2219 -1.8339  0.000
C1 3.2348 2.5124 -1.9795  0.000
C2 2.9340 3.9861 -1.6972  0.000
C3 4.9042 -0.3786 -1.8823  0.000
H1 2.7503 2.0200 -1.1345  0.000
H2 2.8668 2.1791 -2.9465  0.000
H3 2.0050 4.3245 -2.1586  0.000
H4 3.6935 4.7155 -1.9810  0.000
H5 2.8218 4.1376 -0.6215  0.000
H6 5.4453 -1.2362 -2.2791  0.000
H7 3.8419 -0.6184 -1.9418  0.000
H8 5.2534 -0.1733 -0.8721  0.000
O8 0.5253 -2.7001 -2.3143  0.000
S2 1.6029 -3.6644 -2.3414  0.000
O9 1.3399 -5.0159 -2.7149  0.000
O10 2.7005 -2.9945 -3.3565  0.000
C4 3.7827 -3.8317 -3.8041  0.000
C5 4.4240 -3.1011 -4.9726  0.000
C6 2.5251 -3.6429 -0.7882  0.000
H9 3.3705 -4.8084 -4.0664  0.000
H10 4.5346 -4.0555 -3.0392  0.000
H11 3.6811 -2.9412 -5.7517  0.000
H12 5.2996 -3.6377 -5.3283  0.000
H13 4.7201 -2.1091 -4.6268  0.000
H14 1.7580 -3.9669 -0.0801  0.000
H15 2.7643 -2.6319 -0.4552  0.000
H16 3.4367 -4.2238 -0.8697  0.000
O11 -2.0600 -0.0012 6.8283  0.000
S3 -1.5414 0.2841 5.5306  0.000
O12 -2.1905 1.2342 4.6434  0.002
O13 -0.0303 0.7758 5.7730  0.000
C7 0.7189 1.2008 4.6301  0.000
C8 1.8494 2.1287 5.0580  0.000
C9 -1.2296 -1.2711 4.6578  0.000
H17 0.0895 1.7912 3.9664  0.000
H18 1.1425 0.3450 4.1076  0.001
H19 2.6029 1.5793 5.6272  0.000
H20 1.5272 2.9439 5.7048  0.000
H21 2.3606 2.5540 4.1936  0.000
H22 -2.0132 -2.0151 4.7630  0.000
H23 -0.3022 -1.6554 5.0792  0.000
H24 -1.0575 -1.0838 3.5994  0.000
O14 -2.4492 3.6772 -4.9263  0.000
S4 -1.9180 4.3995 -3.8071  0.000
O15 -0.7153 5.1870 -3.9129  0.000
O16 -3.0937 5.4146 -3.3081  0.000
C10 -2.8108 6.2427 -2.1706  0.000
C11 -3.2190 7.6670 -2.4712  0.000
C12 -1.7929 3.3133 -2.3570  0.001
H25 -1.7349 6.1943 -1.9737  0.000
H26 -3.2502 5.8338 -1.2555  0.000
H27 -2.8960 8.3470 -1.6840  0.000
H28 -4.3074 7.6883 -2.5153  0.000
H29 -2.7438 7.9502 -3.4078  0.000
H30 -2.5986 2.5816 -2.4273  0.000
H31 -1.8965 3.7661 -1.3731  0.000
H32 -0.8150 2.8439 -2.4346  0.000
O17 -4.4613 -0.5583 3.5416  0.003
S5 -4.2259 -0.4840 2.1243  0.007
O18 -2.8998 -0.0772 1.6574  0.041
O19 -4.4615 -1.9468 1.4698  0.001
C13 -5.6068 -2.7011 1.9715  0.000
C14 -6.0972 -3.6688 0.9202  0.000
C15 -5.5558 0.5523 1.3887  0.001
H33 -6.4143 -2.0259 2.2697  0.000
H34 -5.2275 -3.1272 2.9004  0.000
H35 -5.2778 -4.2853 0.5656  0.000
H36 -6.5829 -3.0861 0.1334  0.000
H37 -6.9422 -4.2144 1.3408  0.000
H38 -5.4812 0.5650 0.3040  0.000
H39 -5.3486 1.5483 1.7798  0.000
H40 -6.4954 0.1695 1.7721  0.000
O20 2.5484 5.7849 2.6941  0.000
S6 1.2992 5.9342 2.0094  0.000
O21 0.3162 6.7953 2.5767  0.000
O22 1.6249 6.3902 0.4821  0.000
C16 0.5368 6.5581 -0.4395  0.000
C17 0.5192 8.0205 -0.8853  0.000
C18 0.5989 4.2359 1.7522  0.001
H41 -0.3831 6.3289 0.1067  0.000
H42 0.6245 5.9563 -1.3466  0.000
H43 -0.4310 8.1795 -1.3948  0.000
H44 1.3593 8.2089 -1.5498  0.000
H45 0.6309 8.6170 0.0182  0.000
H46 -0.2897 4.2344 1.1268  0.000
H47 0.2796 4.0113 2.7718  0.000
H48 1.4045 3.6119 1.3860  0.000
O23 -3.7017 -0.5641 -1.6142  0.000
S7 -3.1399 -1.1828 -2.7878  0.000
O24 -1.7466 -1.1244 -3.1067  0.002
O25 -3.3874 -2.8005 -2.8156  0.000
C19 -4.6627 -3.3092 -2.4237  0.000
C20 -4.7324 -4.8294 -2.4136  0.000
C21 -4.0770 -0.7587 -4.2502  0.000
H49 -5.5408 -2.8929 -2.9313  0.000
H50 -4.8310 -2.9078 -1.4166  0.000
H51 -4.2229 -5.1332 -3.3303  0.000
H52 -5.7869 -5.0874 -2.4191  0.000
H53 -4.2007 -5.2386 -1.5573  0.000
H54 -5.0990 -1.1315 -4.2163  0.000
H55 -3.5640 -1.2883 -5.0486  0.000
H56 -4.1350 0.3272 -4.2950  0.000
O26 5.9451 1.2535 3.4300  0.000
S8 5.7064 0.3606 2.3128  0.000
O27 6.5741 0.3712 1.1587  0.000
O28 5.6488 -1.1647 2.8500  0.000
C22 5.8515 -2.2509 1.9390  0.000
C23 6.2678 -3.4732 2.7414  0.000
C24 3.9772 0.5331 1.8963  0.000
H57 6.5908 -1.9925 1.1807  0.000
H58 4.9188 -2.4579 1.4022  0.000
H59 7.3015 -3.3753 3.0728  0.000
H60 6.1893 -4.3851 2.1550  0.000
H61 5.6537 -3.4721 3.6423  0.000
H62 3.4513 0.4775 2.8506  0.000
H63 3.6462 -0.3034 1.2843  0.000
H64 3.7272 1.5139 1.4958  0.000
O29 -3.0655 -4.7136 1.3921  0.000
S9 -1.7014 -4.2628 1.3266  0.000
O30 -1.0339 -3.7128 2.4744  0.000
O31 -0.7623 -5.4348 0.7379  0.000
C25 -0.2647 -6.4500 1.6199  0.000
C26 -1.3243 -7.4294 2.1134  0.000
C27 -1.4917 -3.1637 -0.1253  0.001
H65 0.1506 -5.9960 2.5239  0.000
H66 0.5475 -6.9987 1.1513  0.000
H67 -2.2928 -7.0082 2.3773  0.000
H68 -0.9290 -7.9080 3.0102  0.000
H69 -1.5178 -8.1916 1.3568  0.000
H70 -1.9305 -3.7729 -0.9086  0.000
H71 -0.4808 -2.8130 0.0328  0.000
H72 -2.2028 -2.3564 0.0629  0.000